Record 1
Density functional theory data (the ωB97M-V functional and the def2-TZVPD basis) for a molecular structure, C37H45AsN4O2P2ReS5.

XYZ file:
```
97
Properties=species:S:1:pos:R:3:forces:R:3
C -0.341016 1.196712 -1.646170 0.069 0.000 0.038
H -1.842514 -0.289742 -1.272535 -0.030 -0.019 -0.024
H 1.255716 -4.076225 -0.182769 -0.056 -0.042 -0.004
C -3.067073 2.035803 0.528226 0.000 -0.145 -0.091
S 2.820078 -3.081299 -4.096837 -0.056 0.054 -0.070
C 4.582130 2.946348 -0.363666 0.009 -0.064 0.005
H 1.654156 -0.754697 5.994585 0.000 0.034 -0.034
S 0.941847 2.468750 2.907980 -0.965 -0.468 -0.845
H -3.898746 4.891377 0.714201 -0.061 0.002 -0.024
C -3.532818 4.342303 -0.160908 0.129 0.129 -0.034
H 0.500915 -3.221051 -2.144092 -0.103 -0.008 0.065
As -0.725282 2.078624 5.011124 -0.335 0.771 0.787
C 2.184812 2.947057 -0.246215 0.023 -0.101 0.054
H 3.381877 4.721167 -0.235917 -0.006 -0.006 0.014
H -4.782202 -0.731955 0.019370 -0.054 0.048 -0.012
C -1.519416 0.505730 -1.930976 -0.014 0.058 -0.019
S 2.669181 1.627395 3.131978 0.541 -0.118 0.161
H -1.768151 4.142661 1.883267 0.053 -0.017 0.000
H -6.528761 0.952751 -0.814144 -0.001 -0.007 -0.007
H 0.515966 -3.091305 -4.590177 -0.065 0.083 -0.041
C -1.438605 3.709584 0.929950 -0.116 0.095 -0.201
H 5.444613 -4.880701 -0.461648 0.003 0.005 0.001
H -5.820899 2.748230 0.790141 -0.039 0.072 -0.034
O 0.207256 -0.312860 3.682963 -0.533 0.466 -0.420
H 0.051366 -1.493683 5.963076 0.005 0.026 0.001
H 5.522544 3.481321 -0.380936 -0.011 0.024 -0.014
C -1.857095 1.827993 -3.908083 -0.019 0.030 -0.014
C 2.275883 -3.818294 0.064243 -0.001 0.092 0.110
C 4.573361 1.561333 -0.400391 0.060 -0.036 0.027
H 5.504552 1.011178 -0.452090 0.011 0.011 0.023
H 4.043818 -1.485868 1.755414 0.075 -0.003 -0.021
C -2.266982 0.810388 -3.055700 -0.036 0.004 0.002
H 5.921777 -2.881731 0.907501 -0.020 0.011 0.031
H 3.511274 -0.995493 -5.093255 0.046 0.045 0.005
C 1.129603 -2.393720 -4.020968 0.251 -0.133 0.131
N -3.528870 0.767465 0.711812 -0.008 0.074 -0.112
P 1.211103 -1.517403 1.290265 -1.308 0.258 -0.649
C -1.526825 -2.076561 1.110045 0.055 0.118 -0.152
C 3.853744 -2.358366 1.139705 -0.067 0.018 0.114
H 1.505196 -2.501756 5.688556 0.013 0.018 0.055
C 2.536372 -2.685837 0.833104 0.154 0.217 0.071
C 3.382112 3.639569 -0.281743 0.001 0.085 -0.016
C -0.242876 -3.812254 2.141374 -0.110 0.085 -0.083
H 1.008606 2.713064 -2.345232 -0.026 0.013 -0.045
H -4.945774 1.086652 -1.612383 -0.060 0.002 -0.067
H 4.845791 -1.896860 -4.340874 0.025 0.052 -0.015
H -1.361992 -5.478774 2.883062 -0.005 0.017 0.015
H -3.660237 -2.348194 1.093426 0.040 -0.019 -0.010
H 3.728395 -0.970278 -3.317481 0.072 0.059 -0.036
C 4.631586 -4.267232 -0.095420 -0.044 -0.049 -0.003
H -0.356551 3.764192 0.911547 0.021 -0.030 0.051
O 1.617310 -1.992646 3.266522 0.056 0.078 -0.511
H -3.162891 0.244502 -3.281633 -0.017 0.011 0.035
C -0.289282 -2.579083 1.492191 0.238 -0.174 0.112
C 3.319439 -4.607827 -0.391445 0.032 -0.057 -0.028
H -1.727631 5.515430 -0.217163 -0.043 0.021 -0.011
C 0.077724 2.192495 -2.522960 -0.003 -0.049 0.042
P 0.582831 0.660807 -0.150285 0.043 0.655 -0.516
C 1.047542 -1.529589 5.525164 0.008 -0.041 -0.192
H -3.075198 0.286957 1.474830 0.023 -0.023 0.116
N -1.828936 2.299558 0.884302 0.539 -0.271 0.370
C -2.028531 4.468543 -0.246319 0.012 -0.125 0.123
H 3.381232 -0.215538 -0.342725 0.017 0.025 -0.068
H 1.145216 -1.437325 -4.547720 -0.071 -0.006 -0.038
S -1.529863 3.917534 5.537780 0.278 -0.274 -0.050
C -2.643043 -3.989289 2.023641 -0.043 -0.054 0.000
C -2.701271 -2.763749 1.380348 0.029 0.050 -0.002
H -0.348950 3.295278 -4.310701 0.010 -0.007 0.007
H 2.402405 -1.838995 -1.578158 0.032 0.098 -0.010
H -0.430314 -1.811849 -2.675471 -0.030 -0.055 0.039
C -4.865337 0.295034 0.382627 -0.038 -0.026 -0.065
C 3.372576 0.867110 -0.355384 -0.044 -0.019 -0.010
H 1.661053 -0.416285 -2.317503 0.065 -0.016 0.003
H -4.020685 4.754135 -1.046135 -0.022 -0.043 -0.013
C 4.897796 -3.145007 0.673537 0.064 0.064 0.026
H -5.753877 3.334582 -0.878618 0.042 0.036 0.000
Re -0.573867 0.913587 1.965264 1.126 -1.163 1.322
C -0.683379 2.513008 -3.640625 -0.009 0.044 -0.053
H -1.549519 -1.140936 0.550823 -0.098 -0.054 0.097
N 0.844723 -0.953847 -0.466148 0.467 0.039 0.632
H 3.110938 -5.486578 -0.988737 -0.016 0.033 -0.007
C 2.167538 1.553652 -0.293098 -0.060 -0.008 -0.062
N -3.899252 2.937813 -0.054112 -0.008 -0.074 0.104
C -5.478521 1.200004 -0.667080 0.131 0.029 0.155
C 0.574310 -2.236071 -2.607829 0.154 0.111 -0.055
C 1.450701 -1.328536 -1.748023 -0.274 -0.203 -0.111
H 0.707356 -4.214185 2.462365 0.038 -0.015 0.018
H 1.250711 3.489213 -0.163413 0.062 0.048 -0.014
C 0.951081 -1.253678 4.042588 0.072 0.131 0.321
H -1.670094 4.021875 -1.177889 0.004 0.059 -0.017
H -2.446832 2.079083 -4.780657 0.017 -0.025 -0.012
H -3.554551 -4.533915 2.233618 0.013 -0.012 0.015
C 3.814479 -1.571617 -4.220804 -0.197 -0.206 0.113
C -5.316310 2.626318 -0.176300 -0.050 -0.113 -0.022
H -5.499293 0.286716 1.275582 0.049 -0.016 0.012
C -1.411976 -4.515581 2.390625 -0.014 -0.050 0.019
S -2.270539 1.253347 3.648791 -0.092 -0.162 -0.479
```
Positions in Å, forces in eV/Å.

Relative energy (zero: lowest compared OMol25 entry of this formula, charge and spin) ... 77.6 kcal per mole
HOMO energy (spin up / spin down) ... -6.563 / -6.929 eV
Multiplicity ... 2
<S²> ... 0.9760

For each atom in turn, the Mulliken charge in e is:
1 C 1.5258
2 H 0.2654
3 H 0.5237
4 C -0.1763
5 S -0.1298
6 C -0.8638
7 H 0.3045
8 S 0.0831
9 H 0.2652
10 C -0.7419
11 H 0.2614
12 As 0.1880
13 C 0.1375
14 H 0.4543
15 H 0.3077
16 C -1.0845
17 S -0.2205
18 H 0.3053
19 H 0.4523
20 H 0.5296
21 C -0.8270
22 H 0.4256
23 H 0.2669
24 O -0.3304
25 H 0.3440
26 H 0.4060
27 C -1.0299
28 C -0.4565
29 C -1.0717
30 H 0.4939
31 H 0.5360
32 C -0.4652
33 H 0.4684
34 H 0.2947
35 C -1.0767
36 N 0.6893
37 P 1.3784
38 C 1.6227
39 C -0.5886
40 H 0.3773
41 C 0.4424
42 C -0.9236
43 C -0.4989
44 H 0.4821
45 H 0.1144
46 H 0.3966
47 H 0.4270
48 H 0.2490
49 H -0.0013
50 C -0.6303
51 H -0.0700
52 O -0.5771
53 H 0.5888
54 C 0.4331
55 C -0.9358
56 H 0.4600
57 C -0.4969
58 P 0.1323
59 C -1.5185
60 H -0.2714
61 N 0.2795
62 C -0.3185
63 H 0.4751
64 H 0.3651
65 S -0.4122
66 C -0.9105
67 C -0.6016
68 H 0.4768
69 H 0.3562
70 H 0.1760
71 C -0.6283
72 C -1.0756
73 H 0.9452
74 H 0.4677
75 C -0.7502
76 H 0.4335
77 Re 0.8264
78 C -0.7006
79 H -1.5145
80 N 1.0947
81 H 0.4432
82 C 0.7502
83 N 0.2585
84 C -0.5955
85 C -0.6954
86 C -0.7296
87 H 0.5306
88 H 0.0955
89 C 0.7706
90 H 0.0056
91 H 0.4236
92 H 0.4226
93 C -0.5926
94 C -0.8094
95 H 0.3784
96 C -0.8743
97 S -0.4122


Record 2
Density functional theory data (the ωB97M-V functional and the def2-TZVPD basis) for a single C4H6ClF molecule.

XYZ file:
```
12
Properties=species:S:1:pos:R:3:forces:R:3
Cl -2.263632 -0.281899 0.411217 -0.122 -0.431 0.941
C 0.921135 -1.984212 0.063324 3.264 -8.756 -0.877
H -0.217213 1.912139 0.954607 1.059 0.001 2.886
C -0.411493 1.603445 -0.000549 1.348 1.943 -2.299
F -0.776964 -0.113863 -1.505901 0.424 -0.256 -1.444
H 0.291127 -2.661293 -0.457046 -0.199 -0.357 -0.524
H 0.400855 2.083256 -0.643722 -0.635 -1.295 0.667
C -0.620644 0.147991 -0.180201 1.597 -1.590 0.605
C 0.642052 -0.720479 0.312429 -3.959 12.901 1.776
H 1.371278 0.045051 0.704335 -0.472 -1.309 -0.609
H -1.205829 2.298119 -0.174947 -1.379 -0.449 -0.807
H 1.869329 -2.328254 0.516455 -0.926 -0.402 -0.315
```
Positions in Å, forces in eV/Å.

Relative energy (zero: lowest compared OMol25 entry of this formula, charge and spin) ... 17.1 kcal per mole
HOMO energy (spin up / spin down) ... -6.172 / -10.849 eV
Multiplicity ... 3
<S²> ... 2.0060

For each atom in turn, the Mulliken charge in e is:
1 Cl -0.2199
2 C -0.8958
3 H 0.4770
4 C -1.6462
5 F -0.2591
6 H 0.3938
7 H 0.3301
8 C 1.0162
9 C -0.2183
10 H 0.3007
11 H 0.4356
12 H 0.2858


Record 3
Density functional theory data (the ωB97M-V functional and the def2-TZVPD basis) for a single C3H6N4S molecule.

XYZ file:
```
14
Properties=species:S:1:pos:R:3:forces:R:3
N -2.716702 0.478302 -0.088645 -0.196 1.590 -0.156
N 0.055796 -1.682616 -0.062150 0.021 -0.052 0.037
H 2.454375 0.182199 0.773974 0.258 0.495 0.715
C 2.128244 -0.361911 -0.081607 -0.697 0.410 -0.794
C -1.568413 -0.046668 -0.068728 0.609 -0.329 0.017
S 0.077518 2.150555 -0.140279 0.010 -0.117 -0.674
H 0.076065 2.429093 1.155039 -0.031 0.034 0.597
H -2.649131 1.523187 -0.159502 -0.071 -1.300 0.161
C 0.657490 -0.550854 -0.070434 -0.079 -0.026 0.054
N -1.288509 -1.387340 -0.032712 -0.545 -0.333 -0.049
H 2.593577 -1.315728 -0.088812 0.384 -0.854 -0.028
H -1.992710 -2.119949 -0.099354 0.576 0.482 0.034
H 2.428834 0.195136 -0.971985 0.033 -0.013 0.059
N -0.256434 0.506596 -0.064799 -0.272 0.014 0.026
```
Positions in Å, forces in eV/Å.

Relative energy (zero: lowest compared OMol25 entry of this formula, charge and spin) ... 25.7 kcal per mole
HOMO energy ... -8.180 eV
Multiplicity ... 1
SMILES ... [H]/N=c1/[nH]nc(C)n1S

For each atom in turn, the Mulliken charge in e is:
1 N -0.7527
2 N -0.6671
3 H 0.3052
4 C -1.2024
5 C 0.5410
6 S -0.1844
7 H 0.1556
8 H 0.2200
9 C 0.8128
10 N 0.0453
11 H 0.3588
12 H 0.2090
13 H 0.2954
14 N -0.1363


Record 4
Density functional theory data (the ωB97M-V functional and the def2-TZVPD basis) for a molecular structure, C19H30N3OPReSi.

XYZ file:
```
56
Properties=species:S:1:pos:R:3:forces:R:3
C 1.975958 -3.000366 -1.527485 0.458 -0.358 -0.012
C 4.136857 0.141677 0.104320 -0.118 -0.217 1.315
H 1.769582 1.661395 2.162881 0.014 0.170 0.196
H 4.592130 -0.566233 0.775994 0.603 -0.488 -0.006
N -0.398633 -0.587245 2.032725 -0.290 -0.355 0.584
H 2.674094 -2.398633 -2.114901 -0.053 -0.023 0.047
Si 0.320510 -2.187034 -1.264026 0.636 -2.953 -1.846
Re -0.078631 -0.275467 -0.178332 2.592 2.528 3.264
C -4.897505 -0.879139 -1.534305 0.402 0.106 -0.048
H -5.909872 1.843022 0.306219 -0.155 -0.161 -0.115
O 1.862652 -0.419451 0.417827 -0.766 -0.909 0.221
C 2.090202 0.535499 -2.992073 -0.145 -0.051 0.324
H -0.126288 3.284291 -1.650918 0.225 -0.228 0.120
H -1.919828 0.796868 2.031732 0.025 -0.176 0.092
C 0.829978 2.784018 -1.858402 -0.061 0.091 0.428
H 4.001549 -0.282102 -0.894728 0.180 0.144 0.282
H -2.796080 -1.466728 -1.822243 -0.544 0.383 0.206
H 1.999602 -0.484916 -3.395503 0.109 0.323 0.178
C 2.780629 0.549374 0.668191 1.023 -3.830 1.953
H 1.218665 3.213370 -2.796148 -0.121 -0.434 0.210
C -3.529834 -0.763567 -1.394304 -0.019 0.368 0.464
H 1.040239 -2.011530 2.203654 0.406 0.132 0.240
H -6.799654 -0.055295 -1.051274 -0.240 0.007 0.061
H 1.811873 -3.950155 -2.058014 0.064 0.225 0.082
C 0.579158 -1.116025 4.150480 -0.076 -0.486 -0.001
H -2.277985 0.664419 4.499277 0.200 0.071 0.052
C -1.427664 0.163278 4.053323 0.080 0.162 -0.221
H 3.571539 1.767667 2.067486 0.007 0.674 0.714
H -0.298628 -2.245788 -2.600402 -0.388 -0.152 -0.379
H 4.673434 1.081071 0.114015 0.866 -0.050 -0.374
H -0.286514 1.548704 -4.224434 -0.157 -0.244 0.303
H 2.993395 0.615391 -2.365769 -0.422 -0.117 -0.259
H 1.545332 3.029885 -1.059620 -0.275 -0.124 -0.176
C -0.691762 0.978922 -3.370969 0.197 0.018 0.261
H 2.719897 1.345156 0.115645 -1.915 5.055 -3.572
C -5.245457 1.117617 -0.151441 0.143 -0.045 -0.153
C -3.028231 0.287799 -0.566286 -1.114 0.185 -0.146
H -0.459463 -0.379731 5.902372 0.087 -0.009 -0.167
C -5.737376 0.044777 -0.908262 -0.380 0.102 -0.099
H 2.816104 0.398700 2.871109 0.018 -0.281 0.089
H -1.600914 1.478031 -2.997219 0.263 -0.355 -0.151
H -5.279232 -1.694207 -2.143603 -0.234 0.180 0.139
C 1.762058 -1.588881 4.832933 1.750 -0.902 1.162
H -3.405567 2.070037 0.598549 -0.434 -0.296 -0.253
N 2.741215 -1.920866 5.383800 -2.250 0.759 -1.271
H 2.455676 -3.234566 -0.573746 0.006 0.103 -0.058
C -0.445008 -0.445654 4.818445 -0.046 0.296 -0.074
C -1.286241 0.186909 2.668183 -0.376 -0.243 0.296
C 0.440959 -1.321338 2.780484 0.321 0.504 -0.659
N -1.748545 0.286991 -0.287722 -1.147 0.681 -0.087
H -0.382915 -3.129508 -0.354688 -0.405 -0.297 0.093
C 2.706470 1.116434 2.067025 0.814 -0.245 -0.353
P 0.562975 0.947249 -2.005006 0.473 1.328 -2.942
H 2.181821 1.250152 -3.827854 -0.137 -0.288 0.330
C -3.886731 1.271959 0.016589 0.367 -0.673 -0.370
H -0.910019 -0.056227 -3.673563 -0.059 0.397 0.086
```
Positions in Å, forces in eV/Å.

HOMO energy (spin up / spin down) ... -5.777 / -7.426 eV
Multiplicity ... 4
<S²> ... 3.7888

For each atom in turn, the Mulliken charge in e is:
1 C -1.0561
2 C -1.6100
3 H 0.2131
4 H 0.4610
5 N -0.2268
6 H 0.2471
7 Si 0.6381
8 Re 0.6681
9 C -0.6978
10 H 0.3581
11 O -0.3850
12 C -1.1791
13 H 0.3511
14 H 0.1328
15 C -1.3117
16 H 0.2040
17 H 0.2013
18 H 0.2365
19 C 0.8133
20 H 0.4359
21 C 0.0300
22 H 0.4219
23 H 0.3680
24 H 0.3805
25 C 0.2819
26 H 0.4177
27 C -0.6693
28 H 0.5129
29 H -0.3224
30 H 0.4145
31 H 0.4821
32 H 0.1815
33 H 0.3174
34 C -1.1803
35 H -0.0472
36 C -0.6403
37 C 0.5637
38 H 0.5043
39 C -0.4628
40 H 0.1532
41 H 0.3342
42 H 0.3664
43 C -0.0282
44 H 0.3935
45 N -0.4959
46 H 0.2520
47 C -0.3982
48 C 0.0744
49 C -0.1849
50 N 0.0677
51 H -0.2752
52 C -1.2916
53 P 0.5996
54 H 0.4985
55 C -0.3763
56 H 0.2628


Here are the calculated electronic energy numbers, same order: -184879.6116, -19479.4000, -20003.2206, -46000.5036 (eV).